Entry 1:
The following is a quantum chemistry calculation of a structure of composition C7H7O6Os in a non-equilibrium geometry, from the Open Molecules 2025 dataset.

Values from the calculation:
Relative energy (zero: lowest compared OMol25 entry of this formula, charge and spin): 1.100 eV
Total charge: +3
Gap between HOMO and LUMO (spin up / spin down): 7.409 / 6.606 eV
HOMO (spin up / spin down): -20.352 / -24.086 eV
Largest force on an atom: 8.0 eV/Å
Spin multiplicity: 5
⟨S²⟩: 6.027

```
21
Properties=species:S:1:pos:R:3:nbo_charge:R:1
O 0.26 -1.84 2.19 -0.141
C 0.67 -1.89 1.08 0.238
Os 1.31 -1.38 -0.97 0.423
C 1.16 0.22 -2.01 0.507
O 1.11 1.18 -2.68 -0.256
C 2.26 -2.29 -2.42 0.516
O 2.85 -2.81 -3.28 -0.163
C -0.59 -1.71 -1.39 0.508
O -1.74 -1.76 -1.53 -0.206
C 2.77 -0.52 -0.03 0.514
O 3.57 0.10 0.57 -0.179
H 1.13 -2.73 0.42 0.239
C -2.13 2.21 1.75 -0.596
C -1.65 1.17 0.79 -0.092
O -0.19 1.24 0.57 -0.264
H -1.62 2.13 2.70 0.290
H -3.19 2.12 1.91 0.326
H -1.96 3.22 1.36 0.271
H -1.82 0.16 1.19 0.239
H -2.16 1.24 -0.18 0.305
H -0.05 1.97 -0.05 0.523
```



Entry 2:
The following is a quantum chemistry calculation of a structure of composition C7H7O6SSr in a non-equilibrium geometry, from the Open Molecules 2025 dataset.

Values from the calculation:
Relative energy (zero: lowest compared OMol25 entry of this formula, charge and spin): 0.911 eV
Total charge: +1
Gap between HOMO and LUMO: 6.618 eV
HOMO: -10.706 eV
Largest force on an atom: 4.8 eV/Å

```
22
Properties=species:S:1:pos:R:3:nbo_charge:R:1
O 4.05 -3.81 -2.56 -0.484
C 3.73 -2.96 -1.87 0.485
Sr 0.82 0.19 -0.54 1.555
O 3.82 -1.25 0.84 -0.386
C 3.09 -0.48 0.44 0.439
C 1.05 2.40 1.18 0.455
O 0.85 3.08 2.08 -0.417
C -0.38 1.85 -2.08 0.439
O -1.23 2.12 -2.77 -0.399
C 2.74 1.91 -1.64 0.430
O 3.54 2.39 -2.30 -0.435
H 1.51 -0.65 -2.33 -0.731
C -2.61 0.80 0.57 -0.829
S -1.58 -0.15 1.68 1.218
C -2.49 -1.65 1.84 -0.772
O -0.60 -0.91 0.72 -1.107
H -3.55 0.92 1.13 0.271
H -2.73 0.21 -0.34 0.257
H -2.15 1.77 0.35 0.244
H -2.66 -2.01 0.82 0.261
H -1.84 -2.36 2.38 0.276
H -3.37 -1.39 2.39 0.231
```



Entry 3:
The following is a quantum chemistry calculation of the molecule C7H8 in a non-equilibrium geometry, from the Open Molecules 2025 dataset.

Values from the calculation:
Relative energy (zero: lowest compared OMol25 entry of this formula, charge and spin): 5.347 eV
SMILES: C[C@@]12[C@@H]3[C@H]4[C@@H]3[C@@H]1[C@H]42
Total charge: 0
Gap between HOMO and LUMO: 9.733 eV
HOMO: -8.531 eV
Largest force on an atom: 1.1 eV/Å

```
15
Properties=species:S:1:pos:R:3:nbo_charge:R:1
C -0.58 0.25 -1.89 -0.607
C -0.14 0.10 -0.47 -0.058
C -0.18 1.01 0.78 -0.224
C 0.99 0.24 1.33 -0.246
C -0.37 -0.29 1.63 -0.223
C -0.37 -1.13 0.34 -0.204
C 1.11 -0.56 0.02 -0.218
H -0.36 -0.67 -2.45 0.218
H -1.65 0.43 -1.95 0.214
H -0.04 1.08 -2.37 0.211
H -0.30 2.10 0.78 0.228
H 1.69 0.56 2.09 0.223
H -0.74 -0.61 2.61 0.230
H -1.09 -1.92 0.11 0.227
H 2.03 -0.62 -0.57 0.230
```



Entry 4:
The following is a quantum chemistry calculation of the molecule C7H8 in a non-equilibrium geometry, from the Open Molecules 2025 dataset.

Values from the calculation:
Relative energy (zero: lowest compared OMol25 entry of this formula, charge and spin): 7.424 eV
SMILES: CC1=C=C=CCC1
Total charge: 0
Gap between HOMO and LUMO (spin up / spin down): 7.876 / 6.987 eV
HOMO (spin up / spin down): -7.784 / -7.649 eV
Largest force on an atom: 5.1 eV/Å

```
15
Properties=species:S:1:pos:R:3:nbo_charge:R:1
C -2.22 -0.22 -0.20 -0.727
C -0.91 0.04 0.44 0.181
C -0.52 -0.13 2.09 -0.084
C 0.49 0.58 2.33 -0.068
C 1.42 1.19 1.62 -0.230
C 1.67 0.49 0.37 -0.437
C 0.41 -0.16 -0.27 -0.512
H -2.70 -1.03 0.46 0.266
H -2.06 -0.51 -1.27 0.221
H -3.10 0.51 -0.15 0.249
H 1.81 2.15 1.77 0.212
H 2.32 -0.43 0.62 0.222
H 2.20 1.00 -0.47 0.228
H 0.16 0.34 -1.25 0.230
H 0.56 -1.24 -0.15 0.249
```



Entry 5:
The following is a quantum chemistry calculation of the molecule C7H8 in a non-equilibrium geometry, from the Open Molecules 2025 dataset.

Values from the calculation:
Relative energy (zero: lowest compared OMol25 entry of this formula, charge and spin): 5.089 eV
SMILES: C=C1CC1=C=CC
Total charge: 0
Gap between HOMO and LUMO: 9.213 eV
HOMO: -8.522 eV
Largest force on an atom: 3.8 eV/Å

```
15
Properties=species:S:1:pos:R:3:nbo_charge:R:1
C 2.37 1.13 0.42 -0.383
C 2.05 -0.05 -0.14 0.002
C 2.21 -1.47 -0.33 -0.422
C 0.85 -0.79 -0.45 -0.130
C -0.40 -0.49 -0.60 0.110
C -1.60 0.10 -0.65 -0.279
C -2.57 0.21 0.47 -0.641
H 3.33 1.39 0.72 0.194
H 1.69 2.01 0.30 0.204
H 2.07 -1.96 0.66 0.235
H 2.81 -1.96 -1.03 0.236
H -1.86 0.55 -1.60 0.219
H -3.06 -0.66 0.97 0.223
H -3.44 0.74 0.11 0.214
H -2.09 0.79 1.19 0.219
```



Entry 6:
The following is a quantum chemistry calculation of a structure of composition C7H8AuClO4 in a non-equilibrium geometry, from the Open Molecules 2025 dataset.

Values from the calculation:
Relative energy (zero: lowest compared OMol25 entry of this formula, charge and spin): 0.048 eV
Total charge: +2
Gap between HOMO and LUMO (spin up / spin down): 6.545 / 6.085 eV
HOMO (spin up / spin down): -17.207 / -17.427 eV
Largest force on an atom: 18.9 eV/Å
Spin multiplicity: 3
⟨S²⟩: 2.026

```
21
Properties=species:S:1:pos:R:3:nbo_charge:R:1
Au 1.44 -0.55 -0.55 0.970
C -2.05 1.51 1.07 -0.300
C -1.30 -0.23 0.57 0.003
C -0.78 -1.32 1.08 -0.181
C 0.28 -2.06 0.63 -0.335
C -0.30 -2.00 -0.79 -0.268
C -0.91 -1.33 -1.66 -0.209
C -1.65 -0.11 -0.89 -0.136
H -3.12 1.16 1.26 0.291
H -1.55 2.02 0.53 0.137
H -1.56 1.31 2.45 0.247
H -1.09 -0.85 2.41 0.347
H 0.88 -2.79 1.35 0.378
H 0.07 -3.10 -1.44 0.366
H -1.20 -0.86 -2.57 0.337
H -2.15 0.29 -1.84 0.310
O 4.46 2.11 -0.25 -0.508
Cl 3.09 2.04 -0.56 2.320
O 2.17 2.85 0.04 -0.560
O 2.67 0.99 0.73 -0.485
O 2.62 0.90 -1.58 -0.724
```



Entry 7:
The following is a quantum chemistry calculation of a structure of composition C7H8BCsO9 in a non-equilibrium geometry, from the Open Molecules 2025 dataset.

Values from the calculation:
Total charge: +1
Gap between HOMO and LUMO (spin up / spin down): 8.309 / 4.280 eV
HOMO (spin up / spin down): -13.444 / -13.444 eV
Largest force on an atom: 5.8 eV/Å
Spin multiplicity: 2
⟨S²⟩: 0.759

```
26
Properties=species:S:1:pos:R:3:nbo_charge:R:1
Cs 0.44 -0.90 -1.51 0.988
O -4.84 -0.83 5.90 -0.133
C -4.64 -0.99 4.73 0.670
O -3.37 -0.97 4.23 -0.519
B -3.53 -1.23 2.79 1.151
O -4.92 -1.52 2.57 -0.538
C -5.65 -1.30 3.62 0.707
O -6.88 -1.28 3.72 -0.301
O -2.60 -2.33 2.40 -0.644
C -1.57 -1.86 1.66 0.690
O -0.63 -2.48 1.19 -0.551
C -1.87 -0.36 1.39 0.702
O -2.97 -0.08 2.04 -0.634
O -1.26 0.35 0.61 -0.594
C 4.93 1.01 -3.28 -0.636
C 3.64 1.04 -2.43 0.095
C 2.67 2.25 -2.73 -0.646
O 3.06 -0.19 -2.72 -0.761
H 4.62 1.12 -4.32 0.197
H 5.53 0.10 -3.23 0.232
H 5.57 1.84 -2.97 0.224
H 3.85 1.17 -1.37 0.181
H 1.73 2.21 -2.19 0.200
H 2.51 2.27 -3.81 0.206
H 3.16 3.22 -2.62 0.238
H 3.01 -0.26 -3.67 0.474
```



Entry 8:
The following is a quantum chemistry calculation of the molecule C7H8BrCl in a non-equilibrium geometry, from the Open Molecules 2025 dataset.

Values from the calculation:
Relative energy (zero: lowest compared OMol25 entry of this formula, charge and spin): 3.833 eV
Total charge: 0
Gap between HOMO and LUMO (spin up / spin down): 7.460 / 8.323 eV
HOMO (spin up / spin down): -7.871 / -8.310 eV
Largest force on an atom: 6.3 eV/Å

```
17
Properties=species:S:1:pos:R:3:nbo_charge:R:1
C -0.21 -1.79 0.49 -0.221
C -1.57 -1.65 0.23 -0.389
C 0.70 -0.72 0.46 -0.122
C -2.30 -0.61 -0.14 -0.081
C 0.63 0.48 -0.45 -0.401
C -0.38 1.26 0.22 -0.123
C 1.92 1.25 -0.53 -0.588
Cl -1.20 2.59 -0.51 0.022
Br -4.02 -0.20 -0.31 0.191
H 0.27 -2.62 1.00 0.225
H -2.10 -2.70 0.35 0.211
H 1.62 -0.80 0.99 0.197
H 0.37 0.19 -1.44 0.230
H -0.42 1.01 1.27 0.209
H 2.11 1.53 0.51 0.203
H 1.74 2.07 -1.17 0.218
H 2.84 0.72 -0.97 0.217
```



- The highest largest force on an atom belongs to which entry?
  C7H8AuClO4



What did the seventh record say?
The following is a quantum chemistry calculation of a structure of composition C7H8BCsO9 in a non-equilibrium geometry, from the Open Molecules 2025 dataset.

Values from the calculation:
Total charge: +1
Gap between HOMO and LUMO (spin up / spin down): 8.309 / 4.280 eV
HOMO (spin up / spin down): -13.444 / -13.444 eV
Largest force on an atom: 5.8 eV/Å
Spin multiplicity: 2
⟨S²⟩: 0.759

```
26
Properties=species:S:1:pos:R:3:nbo_charge:R:1
Cs 0.44 -0.90 -1.51 0.988
O -4.84 -0.83 5.90 -0.133
C -4.64 -0.99 4.73 0.670
O -3.37 -0.97 4.23 -0.519
B -3.53 -1.23 2.79 1.151
O -4.92 -1.52 2.57 -0.538
C -5.65 -1.30 3.62 0.707
O -6.88 -1.28 3.72 -0.301
O -2.60 -2.33 2.40 -0.644
C -1.57 -1.86 1.66 0.690
O -0.63 -2.48 1.19 -0.551
C -1.87 -0.36 1.39 0.702
O -2.97 -0.08 2.04 -0.634
O -1.26 0.35 0.61 -0.594
C 4.93 1.01 -3.28 -0.636
C 3.64 1.04 -2.43 0.095
C 2.67 2.25 -2.73 -0.646
O 3.06 -0.19 -2.72 -0.761
H 4.62 1.12 -4.32 0.197
H 5.53 0.10 -3.23 0.232
H 5.57 1.84 -2.97 0.224
H 3.85 1.17 -1.37 0.181
H 1.73 2.21 -2.19 0.200
H 2.51 2.27 -3.81 0.206
H 3.16 3.22 -2.62 0.238
H 3.01 -0.26 -3.67 0.474
```